Computed, not measured: a cluster of 2 separate species, C2H6NOS in total, with ωB97M-V with the def2-TZVPD basis set.

Geometry as ORCA input:
```
! wB97M-V def2-TZVPD RIJCOSX def2/J DEFGRID3
* xyz -1 1
S 0.9546 -1.1668 0.1554
O -2.5701 2.1966 -0.0158
N -0.4273 1.6751 -0.6045
C 2.1634 -2.5141 0.3987
C -1.6837 1.3804 -0.1586
H -0.2198 2.6580 -0.4449
H 1.8279 -3.1151 1.2424
H 2.1674 -3.1761 -0.4745
H -1.8156 0.3046 0.0071
H 0.2520 0.9637 -0.3103
H 3.1720 -2.1349 0.5276
*
```

Output
Kohn-Sham gap (eV): 6.84

Let us look at the Löwdin charges, expressed in e, one per atom: number 1, S, carries 0.101; number 2, O, carries -0.041; number 3, N, carries 0.083; number 4, C, carries -0.720; number 5, C, carries -0.452; number 6, H, carries 0.092; number 7, H, carries -0.027; number 8, H, carries -0.023; number 9, H, carries 0.100; number 10, H, carries -0.089; number 11, H, carries -0.024

***

Computed, not measured: the ion C6H14NO2 with charge +1, with ωB97M-V with the def2-TZVPD basis set.

Geometry as ORCA input:
```
! wB97M-V def2-TZVPD RIJCOSX def2/J DEFGRID3
* xyz 1 1
O -1.4685 -0.7071 0.3355
O 1.7027 0.5641 0.2161
N -0.6827 0.2897 -1.6823
C 0.8046 -0.2958 0.0090
C -0.6281 0.2648 -0.2281
C -0.7640 1.6712 0.3458
C -2.8017 -0.3383 0.6684
C 1.0472 -1.7306 -0.1335
C 3.0825 0.2357 0.3227
H 3.4477 -0.2613 -0.5797
H -0.6873 1.6527 1.4285
H 3.2516 -0.4150 1.1844
H 1.7065 -1.9335 -0.9824
H 1.5720 -2.0938 0.7560
H -1.1081 -0.5325 -2.0856
H -2.8321 0.2884 1.5609
H 0.0164 2.3122 -0.0559
H 3.6067 1.1798 0.4649
H -1.7244 2.0944 0.0654
H -3.3069 -1.2781 0.8811
H -3.3040 0.1621 -0.1615
H 0.1132 -2.2718 -0.2486
H -1.0432 1.1426 -2.0812
*
```

Output
Kohn-Sham gap (eV): 9.52

Let us look at the Löwdin charges, expressed in e, one per atom: number 1, O, carries -0.129; number 2, O, carries 0.053; number 3, N, carries 0.163; number 4, C, carries -0.136; number 5, C, carries -0.549; number 6, C, carries 0.017; number 7, C, carries -0.048; number 8, C, carries 0.052; number 9, C, carries 0.031; number 10, H, carries 0.120; number 11, H, carries 0.107; number 12, H, carries 0.119; number 13, H, carries 0.129; number 14, H, carries 0.128; number 15, H, carries 0.113; number 16, H, carries 0.097; number 17, H, carries 0.099; number 18, H, carries 0.119; number 19, H, carries 0.100; number 20, H, carries 0.103; number 21, H, carries 0.100; number 22, H, carries 0.108; number 23, H, carries 0.104

***

Computed, not measured: a structure of composition C54H51N4O4PbS2Sb2, with ωB97M-V with the def2-TZVPD basis set.

Geometry as ORCA input:
```
! wB97M-V def2-TZVPD RIJCOSX def2/J DEFGRID3
* xyz 1 1
Pb 0.2388 0.6310 -0.9721
Sb -1.7787 -1.8054 2.4391
Sb -0.7504 -3.2011 0.1733
S 0.9950 1.6460 -3.2661
S -0.7965 1.3920 2.9820
O -1.8474 0.6990 -2.0413
O 0.7065 2.7041 0.1564
O -3.1671 2.4858 -2.1841
O 1.5801 -1.7634 -1.6004
N -1.9988 3.6763 2.7584
N 2.3632 0.1541 0.2434
N 2.7048 0.8173 1.2780
N -1.5699 2.8369 4.9496
C -2.4373 -1.9239 4.5029
C 4.0717 2.7752 5.5609
C -2.6630 2.3201 -4.9854
C 3.3444 3.7487 4.9186
C -3.6134 -1.8475 -3.0606
C -3.0678 -1.8076 7.1976
C -1.5293 2.7667 3.6123
C -2.3676 -2.8899 6.6964
C -4.6541 -1.1184 2.0127
C -2.2856 2.5032 -6.3031
C 1.9656 4.4686 2.9937
C 3.2117 -0.8998 -0.0577
C -0.3815 1.8780 -4.3484
C -0.0148 2.0649 -5.6876
C -2.0534 -2.9507 5.3483
C 1.1404 -3.3998 1.6051
C -2.2982 1.7464 -2.6154
C -2.4858 -2.0939 -2.2895
C -2.1330 3.8245 5.8423
C -5.7935 -0.5975 1.4290
C 2.8200 -1.8766 -0.9905
C 4.8440 -3.1057 -0.5474
C 1.3787 2.8976 1.2034
C 2.2663 1.9259 1.8140
C 3.6460 -2.9666 -1.2249
C 4.1823 1.5062 4.9958
C 2.8632 2.2098 3.1049
C -3.4437 -0.7771 6.3532
C 1.3306 4.1908 1.8338
C 2.7240 3.4822 3.6906
C 0.3012 -1.4501 2.9718
C -4.9926 -2.8469 -1.3695
C -1.6884 -7.4814 0.1366
C -2.2173 -6.7661 2.3621
C 5.2512 -2.1322 0.3509
C -0.9507 2.3577 -6.6549
C -2.5915 4.9759 2.9850
C -1.8606 -5.4723 2.0260
C -1.7334 1.9943 -4.0024
C -3.1261 -0.8306 5.0075
C -4.8624 -2.2252 -2.6000
C -1.4268 -5.1691 0.7439
C -2.1354 -7.7718 1.4143
C 3.5778 1.2242 3.7938
C 1.5398 -2.1536 -2.9691
C -4.4428 0.9639 0.2038
C -3.2993 0.4431 0.7911
C -3.8729 -3.0835 -0.5866
C -2.6376 -2.7004 -1.0614
C -5.6854 0.4389 0.5160
C -3.4061 -0.5946 1.6931
C -1.3355 -6.1849 -0.1965
C 4.4491 -1.0388 0.5854
C 0.9431 -2.8287 2.9787
H -3.9794 -3.5617 0.3792
H 1.9336 -2.7375 3.4427
H -0.6433 2.4876 -7.6825
H -2.2877 3.3456 6.8078
H -3.6661 4.8948 3.1693
H -1.5126 -3.8099 4.9714
H -2.4415 5.5717 2.0881
H -1.6142 -8.2668 -0.6001
H 0.3623 -3.5140 3.6065
H 6.1972 -2.2218 0.8590
H 2.4769 -1.9185 -3.4720
H -2.1141 5.4869 3.8171
H -3.0956 4.1725 5.4736
H 3.2510 4.7315 5.3567
H 0.7375 4.9371 1.3266
H 1.8920 5.4568 3.4271
H -2.0610 -3.6864 7.3563
H -1.5121 -1.7887 -2.6469
H 5.4564 -3.9749 -0.7206
H -4.7371 -1.9382 2.7201
H -4.3364 1.7490 -0.5312
H 1.3317 -3.2217 -3.0570
H -6.7571 -1.0219 1.6716
H -0.9857 -5.9610 -1.1957
H -3.9824 0.0723 6.7455
H 0.7371 -1.5884 -3.4364
H -2.3298 0.8489 0.5352
H 4.7440 0.7371 5.5031
H -5.7392 -2.0382 -3.2017
H -1.4589 4.6752 5.9849
H 4.5661 2.9897 6.4949
H 3.3395 -3.7321 -1.9188
H 1.3394 -4.4705 1.6013
H -1.0528 2.0865 5.3862
H -5.9635 -3.1559 -1.0124
H -2.4169 -8.7810 1.6704
H 0.7857 -0.7881 2.2603
H -3.0202 2.7702 -7.0478
H -3.5038 -1.3583 -4.0181
H -3.3232 -1.7707 8.2447
H -6.5764 0.8296 0.0495
H -2.5592 -6.9865 3.3625
H 3.6507 0.2395 3.3565
H -1.9060 3.3989 1.7909
H -3.4086 -0.0199 4.3497
H -1.9331 -4.6890 2.7755
H -3.6918 2.4446 -4.6757
H 1.0273 1.9771 -5.9504
H 1.9065 -2.8667 1.0533
H 0.3364 -0.9981 3.9596
H 4.7397 -0.2657 1.2808
*
```

Output
Kohn-Sham gap (eV): 3.34

These are the Löwdin partial charges, in e, on atoms 1 to 99: number 1, Pb, carries 1.205; number 2, Sb, carries 1.522; number 3, Sb, carries 1.576; number 4, S, carries 0.570; number 5, S, carries 0.738; number 6, O, carries -0.296; number 7, O, carries -0.175; number 8, O, carries 0.035; number 9, O, carries -0.303; number 10, N, carries -0.015; number 11, N, carries -0.081; number 12, N, carries 0.049; number 13, N, carries -0.043; number 14, C, carries -0.327; number 15, C, carries -0.086; number 16, C, carries -0.037; number 17, C, carries -0.032; number 18, C, carries -0.039; number 19, C, carries -0.065; number 20, C, carries -0.776; number 21, C, carries -0.069; number 22, C, carries -0.172; number 23, C, carries -0.086; number 24, C, carries -0.002; number 25, C, carries -0.215; number 26, C, carries -0.595; number 27, C, carries -0.144; number 28, C, carries -0.126; number 29, C, carries -0.181; number 30, C, carries -0.650; number 31, C, carries -0.123; number 32, C, carries -0.070; number 33, C, carries -0.082; number 34, C, carries -0.274; number 35, C, carries -0.079; number 36, C, carries -0.392; number 37, C, carries -0.207; number 38, C, carries -0.031; number 39, C, carries -0.076; number 40, C, carries -0.109; number 41, C, carries -0.062; number 42, C, carries -0.007; number 43, C, carries -0.176; number 44, C, carries -0.408; number 45, C, carries -0.059; number 46, C, carries -0.065; number 47, C, carries -0.067; number 48, C, carries -0.076; number 49, C, carries -0.092; number 50, C, carries -0.058; number 51, C, carries -0.151; number 52, C, carries -0.155; number 53, C, carries -0.125; number 54, C, carries -0.045; number 55, C, carries -0.420; number 56, C, carries -0.063; number 57, C, carries -0.032; number 58, C, carries -0.081; number 59, C, carries -0.035; number 60, C, carries -0.134; number 61, C, carries -0.128; number 62, C, carries -0.283; number 63, C, carries -0.055; number 64, C, carries -0.391; number 65, C, carries -0.130; number 66, C, carries -0.010; number 67, C, carries -0.337; number 68, H, carries 0.103; number 69, H, carries 0.144; number 70, H, carries 0.102; number 71, H, carries 0.089; number 72, H, carries 0.091; number 73, H, carries 0.085; number 74, H, carries 0.095; number 75, H, carries 0.113; number 76, H, carries 0.090; number 77, H, carries 0.107; number 78, H, carries 0.114; number 79, H, carries 0.078; number 80, H, carries 0.080; number 81, H, carries 0.112; number 82, H, carries 0.119; number 83, H, carries 0.119; number 84, H, carries 0.111; number 85, H, carries 0.085; number 86, H, carries 0.105; number 87, H, carries 0.098; number 88, H, carries 0.090; number 89, H, carries 0.091; number 90, H, carries 0.109; number 91, H, carries 0.098; number 92, H, carries 0.112; number 93, H, carries 0.074; number 94, H, carries 0.035; number 95, H, carries 0.102; number 96, H, carries 0.117; number 97, H, carries 0.090; number 98, H, carries 0.102; number 99, H, carries 0.113